(1)
# C15H23N2O8

A 3-piece molecular cluster, C15H23N2O8 overall in a non-equilibrium geometry (wB97M-V/def2-TZVPD, the OMol25 dataset).

Summary:
Frontier orbital gap = 7.644 eV
Net charge = +1
HOMO = -13.313 eV

```
48
Properties=species:S:1:pos:R:3:forces:R:3:nbo_charge:R:1
C 6.08083 -1.53962 0.64663 -0.514 1.473 -0.603 -0.687
C 4.80664 -0.59811 0.11009 1.420 4.312 0.857 0.306
N 5.01977 0.77884 0.25509 -1.690 -6.204 -1.046 -0.590
C 3.45402 -1.22805 -0.56920 -0.519 -0.549 -0.383 -0.546
C 2.04052 -0.68810 0.06120 -3.734 1.797 1.273 0.023
C 1.47163 0.80147 -0.38139 -0.294 -2.218 1.604 0.070
N 0.18966 1.43740 0.11038 1.980 -4.836 1.177 -0.513
C -0.69549 0.65674 1.05668 1.598 -1.781 -0.017 0.074
C -0.36358 -0.85943 1.61416 3.181 2.813 -3.206 -0.191
C 1.07075 -1.54143 1.10836 -1.097 2.871 -1.526 -0.019
C 1.49893 -3.07168 1.61768 0.052 -0.576 5.055 0.735
O 1.63002 -3.22736 2.93726 -0.679 0.663 -9.220 -0.476
O 1.67367 -4.12477 0.60019 -1.350 3.617 1.988 -0.660
H 7.02570 -1.14133 0.03499 -2.161 -1.162 1.275 0.265
H 6.26436 -1.20377 1.75773 -0.479 -0.977 -2.176 0.265
H 5.88973 -2.68532 0.50638 0.441 2.335 0.363 0.235
H 4.20390 1.30407 -0.12873 0.538 -0.521 0.337 0.311
H 3.47156 -2.41581 -0.50368 -0.108 2.623 0.069 0.272
H 3.43272 -0.98799 -1.73666 0.104 -0.338 2.573 0.276
H 2.16509 1.40236 -1.14140 -2.024 -1.194 1.836 0.269
H -0.01815 2.41542 -0.25517 -0.023 -1.782 0.913 0.478
H -1.69611 1.18877 1.42498 2.525 -1.135 -1.056 0.287
H -1.13116 -1.37999 2.32756 1.773 1.111 -1.545 0.303
H 1.14747 -3.85987 -0.22067 0.922 -0.243 1.390 0.507
C -1.28295 -5.39286 -1.64679 -0.140 -0.520 0.289 -0.262
O -1.07477 -4.21224 -2.41938 -0.488 0.613 -0.350 -0.516
C -2.20383 -3.69928 -2.97036 -0.911 -0.147 -0.156 0.976
O -3.33002 -4.15707 -2.85513 1.913 0.737 -0.112 -0.618
O -1.86288 -2.58869 -3.67153 0.074 -0.908 0.724 -0.503
C -2.95964 -1.93851 -4.31076 -0.496 0.301 -0.336 -0.259
H -0.31442 -5.71534 -1.25483 -0.047 0.215 -0.227 0.188
H -1.94607 -5.18815 -0.80011 -0.038 -0.094 -0.255 0.194
H -1.68662 -6.19660 -2.27099 -0.051 0.210 0.195 0.211
H -3.68993 -1.59578 -3.57055 0.051 -0.230 -0.152 0.192
H -3.43039 -2.60413 -5.04145 -0.003 0.086 0.277 0.204
H -2.57180 -1.06468 -4.84145 0.197 -0.270 0.196 0.198
C -4.32502 4.40487 3.37025 -0.469 0.036 0.567 -0.260
O -3.44933 4.31189 2.24836 0.826 0.629 -0.471 -0.511
C -2.69007 5.41707 2.03967 -0.225 0.784 0.685 0.976
O -2.70483 6.43513 2.71385 0.082 -1.764 -1.212 -0.613
O -1.91140 5.19330 0.95114 -0.523 -0.259 0.636 -0.519
C -1.05285 6.28001 0.61029 0.364 0.532 -0.119 -0.260
H -4.88273 3.46708 3.44223 0.252 0.110 -0.263 0.197
H -3.75461 4.53801 4.29514 -0.115 0.153 -0.209 0.197
H -5.04116 5.22174 3.23444 0.265 -0.071 0.095 0.204
H -0.35165 6.48823 1.42495 -0.258 0.081 -0.086 0.199
H -1.63813 7.17188 0.36416 0.141 -0.148 0.204 0.208
H -0.47735 5.99166 -0.27360 -0.261 -0.173 0.144 0.186
```
Forces are in eV/Å.

=====

(2)
# CHLiO2Pt

CHLiO2Pt as an isolated structure in a non-equilibrium geometry (wB97M-V/def2-TZVPD, the OMol25 dataset).

Summary:
Frontier orbital gap (alpha / beta) = 9.973 / 7.730 eV
Net charge = +2
Relative energy (zero: lowest compared OMol25 entry of this formula, charge and spin) = 70.81 kcal per mole
Spin multiplicity = 3
HOMO (alpha / beta) = -21.218 / -21.298 eV

```
6
Properties=species:S:1:pos:R:3:forces:R:3:nbo_charge:R:1
O -3.04231 0.19304 -0.25858 3.760 0.545 -1.811 -0.390
C -1.97064 0.70482 -0.43851 -2.786 1.985 4.741 0.618
H -1.36379 1.47036 0.36362 -2.601 1.396 -2.300 0.306
O -0.66105 0.11973 0.01786 -9.031 -3.426 1.308 -0.708
Li -1.88483 -1.46756 0.51988 -0.689 -0.748 0.323 0.979
Pt 0.95508 0.13833 -0.27455 11.347 0.248 -2.262 1.194
```
Forces are in eV/Å.

=====

(3)
# C34H21Cl2CuN8O2Se

C34H21Cl2CuN8O2Se as an isolated structure in a non-equilibrium geometry (wB97M-V/def2-TZVPD, the OMol25 dataset).

Summary:
Frontier orbital gap = 4.683 eV
Relative energy (zero: lowest compared OMol25 entry of this formula, charge and spin) = 0.00 kcal per mole
HOMO = -6.155 eV

```
69
Properties=species:S:1:pos:R:3:forces:R:3:nbo_charge:R:1
Cu 14.12954 13.36029 4.38803 -0.482 0.258 0.156 0.916
C 24.46893 22.23406 4.57866 -0.143 0.725 -1.198 -0.261
O 23.04301 22.37021 4.41836 0.802 -0.018 0.060 -0.491
C 22.25377 21.27272 4.34056 -0.313 -0.581 0.974 0.326
C 20.86793 21.55152 4.29869 0.407 -0.231 -0.050 -0.255
C 19.96237 20.51605 4.28477 0.267 -0.527 -0.407 -0.136
C 20.43991 19.17656 4.24037 0.158 0.702 0.327 -0.165
C 21.80242 18.89687 4.36272 -0.462 -0.319 -0.115 -0.111
C 22.70372 19.93970 4.47160 1.171 0.963 -0.486 -0.331
C 19.43794 18.15242 4.13811 -2.552 -1.386 0.428 0.374
N 18.10501 18.41520 4.13893 2.475 -0.088 -0.396 -0.463
C 17.50904 17.21010 4.05607 1.413 -0.964 0.195 0.104
C 18.42665 16.14257 4.08693 -0.313 2.171 -0.397 0.150
N 19.65736 16.77120 4.12596 0.175 1.073 0.066 -0.529
C 18.01953 14.80542 3.96102 -0.157 -1.130 -0.157 -0.095
C 18.85197 13.67015 4.04619 -0.037 0.594 -0.056 -0.179
C 18.28241 12.42206 3.96925 0.620 -0.902 0.130 -0.240
C 16.91784 12.26615 3.76475 -1.042 1.357 -0.403 0.052
N 16.12530 13.35777 3.66868 0.575 -1.347 -0.016 -0.455
C 16.62513 14.58420 3.78937 1.213 -0.707 0.391 0.162
C 15.68568 15.66128 3.93265 -0.647 0.859 0.069 0.240
N 14.39116 15.36159 4.12788 -0.405 0.628 0.164 -0.494
C 13.52473 16.34177 4.38902 0.289 -0.674 -0.054 0.045
C 13.85187 17.69159 4.33725 0.369 0.356 -0.365 -0.253
C 15.18320 18.01785 4.10472 -0.632 0.502 0.713 -0.127
C 16.12548 16.98498 4.01757 -0.954 0.178 -0.223 -0.100
H 24.87688 23.25313 4.42733 -0.349 -0.563 0.060 0.205
H 24.89735 21.59244 3.78276 -0.224 0.155 0.523 0.183
H 24.77255 21.91935 5.56774 -0.209 -0.405 0.271 0.186
H 20.54162 22.58669 4.29499 0.106 -0.114 0.003 0.230
H 18.87483 20.68774 4.25375 0.752 -0.100 0.023 0.249
H 22.16630 17.85078 4.36767 -0.208 0.793 0.058 0.193
H 23.79387 19.74122 4.57243 -1.022 0.122 -0.051 0.224
H 20.57988 16.35574 4.18137 -0.462 -0.015 -0.085 0.418
H 19.93253 13.80020 4.18241 -0.438 -0.153 -0.018 0.208
H 18.89302 11.52097 4.08341 -0.123 0.369 -0.109 0.223
H 16.40580 11.29909 3.65853 0.288 0.519 0.159 0.251
H 12.54012 16.02027 4.71353 0.059 0.069 -0.242 0.195
H 13.05974 18.44081 4.46586 0.545 -0.287 0.024 0.227
H 15.50762 19.06730 4.14264 -0.026 -0.607 -0.170 0.237
Cl 14.03440 8.31659 4.11880 1.247 -0.597 0.080 0.020
C 12.75376 9.40431 4.21830 -1.331 1.941 -0.367 -0.192
C 11.46428 8.87922 4.20331 -0.878 0.025 -0.069 -0.191
C 10.31894 9.66440 4.14014 1.215 -0.030 0.405 -0.108
Cl 8.76200 8.88241 4.24691 0.050 0.210 -0.117 -0.026
C 10.47103 11.07395 4.14805 -0.560 -0.580 -0.031 -0.111
C 9.36687 11.96142 4.15000 0.241 0.244 -0.197 -0.139
C 9.61633 13.31465 4.13350 -1.110 0.125 0.176 -0.272
C 10.93418 13.79677 4.07984 0.853 -0.510 -0.113 0.020
N 11.97691 12.97849 4.13600 -0.642 0.085 -0.323 -0.493
C 11.78006 11.62307 4.17530 -0.808 0.959 -0.038 0.127
C 12.96958 10.82937 4.17695 0.992 -1.490 0.367 0.373
O 14.12103 11.37438 4.17777 -0.407 -1.203 -0.108 -0.790
H 11.33713 7.80039 4.23912 0.097 0.124 -0.032 0.228
H 8.35773 11.52722 4.09944 0.500 0.443 0.225 0.233
H 8.77972 14.02472 4.20010 0.434 -0.307 -0.281 0.217
H 11.16172 14.86138 3.90293 -0.295 -0.628 0.337 0.188
Se 17.81989 13.74532 7.99683 -0.083 -0.173 0.982 1.020
N 16.66370 13.34260 9.32173 0.432 0.245 -1.387 -0.614
C 15.48605 13.25747 8.69884 0.741 0.095 0.066 0.112
C 14.31196 12.99122 9.43036 -1.176 -0.052 -0.420 -0.151
C 13.13576 13.01914 8.69699 0.842 -0.276 1.923 -0.265
C 13.19929 13.24848 7.33078 0.265 0.142 -3.059 0.084
N 14.30082 13.43537 6.56412 -2.127 -0.097 1.115 -0.473
C 15.44674 13.48275 7.24531 2.133 0.308 1.091 0.257
N 16.66726 13.78319 6.70149 -2.080 -0.521 0.330 -0.659
H 14.39342 12.79051 10.50573 -0.205 0.126 -0.541 0.238
H 12.16102 12.84390 9.15914 0.385 0.075 -0.169 0.236
H 12.24659 13.23233 6.75755 0.788 0.041 0.358 0.217
```
Forces are in eV/Å.

=====

(4)
# C5H8N

An isolated ion of composition C5H8N and charge +1 in a non-equilibrium geometry (wB97M-V/def2-TZVPD, the OMol25 dataset).

Summary:
Frontier orbital gap = 10.257 eV
Net charge = +1
SMILES = C[N+]1=C[C@H]2C[C@H]21
Relative energy (zero: lowest compared OMol25 entry of this formula, charge and spin) = 93.35 kcal per mole
HOMO = -15.307 eV

```
14
Properties=species:S:1:pos:R:3:forces:R:3:nbo_charge:R:1
C 1.93195 0.20160 0.09196 1.341 0.950 -3.094 -0.452
N 0.61448 -0.23383 -0.10076 -1.776 -1.142 1.915 -0.200
C -0.03394 -1.33454 0.13826 -2.218 3.609 -1.584 0.286
C -1.37359 -0.72806 -0.32772 -1.608 -2.711 -2.450 -0.290
C -1.85697 0.47251 0.42656 4.763 -2.565 0.003 -0.316
C -0.60093 0.53697 -0.50614 -1.030 0.038 0.212 -0.068
H 1.99987 1.06303 0.63876 -0.760 2.512 1.739 0.250
H 2.64975 -0.39189 0.62126 0.090 -1.330 -0.563 0.266
H 2.17659 0.63416 -0.93954 0.726 -1.173 1.228 0.249
H 0.22958 -2.28205 0.43508 1.096 -1.888 0.894 0.242
H -2.04541 -1.34400 -1.09066 1.629 1.625 1.644 0.286
H -2.65933 0.91390 0.04473 -3.134 1.888 -2.018 0.246
H -1.88315 0.43847 1.44945 0.540 0.228 2.531 0.237
H -0.60338 1.25441 -1.30015 0.342 -0.040 -0.459 0.264
```
Forces are in eV/Å.

=====

Let's list energy in order: -35271.0510; -8572.8776; -186646.1855; -6794.0403 eV.